No. 1
47
Properties=species:S:1:pos:R:3 method="wB97M-V/def2-TZVPD" total_charge=0 e_lumo_ev="-2.01 / -1.34" energy_ev=-54628.491 gap_ev="6.5 / 6.6" relative_energy_ev=0.061
Os -0.209 1.304 -0.964
C -2.073 1.320 1.861
C -0.590 1.297 2.053
C -0.149 1.313 3.402
C 1.164 1.272 3.730
C 2.111 1.219 2.685
C 3.503 1.166 2.925
C 4.394 1.140 1.887
C 3.921 1.178 0.567
C 2.568 1.226 0.313
S 1.940 1.298 -1.302
C 1.629 1.231 1.371
N 0.277 1.266 1.045
H -2.547 1.183 2.829
H -2.390 0.525 1.196
H -2.398 2.268 1.435
H -0.911 1.354 4.166
H 1.489 1.284 4.763
H 3.847 1.154 3.952
H 5.458 1.097 2.077
H 4.615 1.178 -0.264
I 0.701 4.584 0.429
C -0.222 3.410 -1.125
H 0.299 3.732 -2.023
H -1.235 3.804 -1.171
O -1.280 -1.647 1.253
C -0.815 -1.819 0.145
N -0.447 -0.843 -0.759
C 0.094 -1.435 -1.886
O 0.567 -0.777 -2.793
C 0.006 -2.920 -1.749
C 0.363 -3.949 -2.593
C 0.155 -5.248 -2.133
C -0.383 -5.487 -0.871
C -0.736 -4.435 -0.027
C -0.533 -3.156 -0.497
H 0.781 -3.751 -3.571
H 0.416 -6.088 -2.764
H -0.527 -6.510 -0.545
H -1.158 -4.608 0.955
C -3.691 1.587 -2.892
C -2.377 1.492 -2.196
O -2.287 1.564 -0.929
O -1.290 1.350 -2.829
H -4.024 2.626 -2.867
H -4.429 0.986 -2.363
H -3.599 1.266 -3.925

=====

No. 2
21
Properties=species:S:1:pos:R:3 method="wB97M-V/def2-TZVPD" total_charge=0 e_lumo_ev=-1.04 energy_ev=-28374.503 gap_ev=7.5 relative_energy_ev=0.000
C 1.547 1.379 -2.416
C 0.185 1.160 -2.369
C 2.326 0.901 -1.367
C -0.369 0.503 -1.268
C 0.511 0.094 -0.249
C -1.778 0.221 -1.159
C -2.281 -0.429 -0.098
C 0.826 -0.905 1.951
C -0.003 -0.582 0.943
C -1.443 -0.829 1.008
N 1.825 0.281 -0.320
N -2.056 -1.294 2.040
O -1.401 -1.688 3.133
O 0.716 -0.776 4.527
S 0.333 -1.716 3.494
H 1.999 1.901 -3.245
H -0.455 1.491 -3.174
H 3.402 1.022 -1.361
H -2.422 0.551 -1.962
H -3.331 -0.655 -0.002
H 1.868 -0.631 1.894

=====

No. 3
14
Properties=species:S:1:pos:R:3 method="wB97M-V/def2-TZVPD" total_charge=0 e_lumo_ev="-2.24 / -3.29" energy_ev=-106186.041 gap_ev="5.0 / 3.1" relative_energy_ev=6.448
C 0.614 -0.765 -0.477
C -1.310 2.455 0.385
C 1.184 0.201 0.482
Si -2.809 1.797 1.128
Cl -2.345 -0.177 1.745
Cl -4.296 1.321 -0.241
Br 1.658 -0.474 2.183
H 1.059 -1.806 -0.474
H -0.417 -0.748 -0.075
H 0.715 -0.364 -1.418
H -1.245 2.089 -0.643
H -0.381 3.018 0.799
H 1.795 0.984 -0.001
H -3.164 2.839 2.036

=====

No. 4
14
Properties=species:S:1:pos:R:3 method="wB97M-V/def2-TZVPD" total_charge=0 e_lumo_ev=1.10 energy_ev=-7253.913 gap_ev=10.4 relative_energy_ev=3.962
C -1.613 0.448 -0.145
C 1.877 0.025 -0.161
C -0.610 -0.189 0.804
C 0.457 0.540 -0.067
N -0.507 -0.007 -1.066
N -0.436 -1.332 -0.111
H -1.276 -1.918 -0.158
H -1.776 1.528 -0.123
H -2.553 -0.081 -0.303
H -0.673 -0.304 1.887
H 0.407 1.628 0.019
H 2.073 -0.300 -1.180
H 2.591 0.795 0.119
H 2.040 -0.833 0.486

=====

No. 5
177
Properties=species:S:1:pos:R:3 method="wB97M-V/def2-TZVPD" total_charge=-1 multiplicity=2 e_lumo_ev="1.75 / 1.72" energy_ev=-199694.153 gap_ev="2.1 / 7.4"
C 2.165 8.140 -0.432
C 2.012 6.695 -0.506
O 1.230 6.270 0.646
C 0.582 5.104 0.824
O 0.475 4.159 0.013
C -0.058 4.996 2.228
F -1.416 5.048 2.052
F 0.327 3.881 2.741
F 0.237 6.001 3.033
H 1.170 8.583 -0.401
H 2.773 8.461 -1.278
H 2.804 8.531 0.360
H 2.932 6.123 -0.624
H 1.401 6.458 -1.377
C 0.190 0.908 -0.120
C 1.097 1.036 -1.354
O 1.803 -0.166 -1.443
S 0.916 -1.443 -0.744
O 1.703 -2.371 0.107
O 0.003 -2.048 -1.717
O 0.082 -0.377 0.292
H -0.812 1.223 -0.410
H 0.604 1.526 0.677
H 1.846 1.797 -1.132
H 0.628 1.349 -2.287
C 0.010 3.810 -3.489
C 1.381 4.495 -3.619
O 1.513 4.678 -5.017
S 0.084 5.166 -5.760
O -0.115 4.731 -7.152
O -0.085 6.607 -5.615
O -0.802 4.268 -4.621
H -0.390 3.763 -2.476
H 0.233 2.774 -3.742
H 2.124 3.801 -3.225
H 1.370 5.426 -3.052
C 2.588 -5.575 2.494
C 3.127 -4.030 2.475
O 3.769 -4.036 1.261
S 4.750 -5.361 1.109
O 5.923 -5.266 2.056
O 4.895 -5.588 -0.318
O 3.550 -6.354 1.815
H 1.597 -5.587 2.039
H 2.477 -5.943 3.514
H 3.865 -3.838 3.254
H 2.373 -3.258 2.625
C -2.170 -1.689 -4.047
C -1.491 -0.301 -4.192
O -2.448 0.728 -4.575
P -3.447 1.299 -3.485
O -2.882 1.536 -2.116
O -4.787 0.344 -3.631
C -5.319 0.052 -4.931
C -6.695 -0.656 -4.695
O -3.921 2.719 -4.091
C -4.754 3.511 -3.391
C -4.974 4.890 -3.989
H -2.419 -1.967 -5.071
H -1.484 -2.479 -3.739
H -3.075 -1.738 -3.443
H -1.195 -0.122 -3.158
H -0.625 -0.281 -4.853
H -5.381 0.939 -5.561
H -4.624 -0.645 -5.401
H -7.382 0.103 -4.319
H -7.184 -0.935 -5.629
H -6.569 -1.529 -4.055
H -5.656 2.913 -3.526
H -4.470 3.673 -2.351
H -5.658 5.587 -3.504
H -3.993 5.364 -3.973
H -5.089 4.663 -5.049
C 2.483 0.107 3.045
C 2.540 -0.557 4.424
O 3.620 -1.456 4.564
P 5.185 -0.890 4.804
O 5.527 0.190 3.837
O 6.232 -2.213 4.651
C 7.540 -1.987 4.255
C 8.148 -3.433 4.181
O 5.293 -0.517 6.349
C 5.001 -1.508 7.296
C 4.523 -0.606 8.478
H 2.247 -0.639 2.287
H 1.729 0.891 2.975
H 3.412 0.608 2.773
H 2.456 0.183 5.221
H 1.675 -1.178 4.654
H 7.750 -1.351 3.396
H 8.126 -1.501 5.035
H 9.225 -3.344 4.043
H 8.083 -3.866 5.179
H 7.595 -3.955 3.400
H 4.153 -2.116 6.980
H 5.887 -2.103 7.515
H 4.197 -1.102 9.393
H 5.348 0.064 8.720
H 3.624 -0.083 8.150
C -4.134 -2.083 1.615
C -4.355 -3.668 1.528
O -4.387 -4.056 0.229
P -3.847 -5.507 -0.162
O -4.505 -6.646 0.572
O -4.088 -5.513 -1.777
C -5.342 -5.306 -2.254
C -6.251 -6.468 -2.105
O -2.261 -5.455 0.153
C -1.348 -4.600 -0.516
C -1.039 -5.065 -1.921
H -3.644 -1.716 0.713
H -5.152 -1.717 1.747
H -3.535 -1.747 2.461
H -3.425 -4.053 1.948
H -5.187 -3.989 2.154
H -5.641 -4.496 -1.589
H -5.178 -4.878 -3.243
H -5.781 -7.387 -2.455
H -6.472 -6.544 -1.040
H -7.112 -6.366 -2.765
H -1.647 -3.552 -0.493
H -0.503 -4.596 0.171
H -1.971 -4.765 -2.400
H -0.174 -4.584 -2.379
H -0.872 -6.142 -1.954
C 7.762 0.150 -4.705
C 7.756 0.610 -3.261
O 6.581 1.392 -2.863
P 5.919 1.209 -1.406
O 4.780 2.109 -1.013
O 5.681 -0.434 -1.346
C 5.095 -0.997 -0.131
C 6.082 -1.950 0.512
O 7.201 1.418 -0.452
C 7.364 2.670 0.221
C 6.619 2.564 1.571
H 8.470 -0.633 -4.978
H 6.898 -0.413 -5.058
H 7.940 1.013 -5.346
H 8.048 -0.237 -2.639
H 8.604 1.262 -3.053
H 4.563 -0.297 0.514
H 4.328 -1.674 -0.506
H 5.773 -2.345 1.480
H 6.365 -2.769 -0.149
H 6.904 -1.238 0.580
H 8.394 2.818 0.548
H 6.926 3.542 -0.263
H 7.081 3.376 2.131
H 5.537 2.666 1.486
H 6.909 1.639 2.068
C -7.020 -1.888 -0.883
C -7.665 -0.522 -0.603
O -6.996 -0.083 0.560
P -6.943 1.535 0.919
O -6.879 2.389 -0.285
O -5.628 1.707 1.910
C -4.288 1.603 1.420
C -3.399 2.825 1.825
O -8.259 1.781 1.877
C -8.307 1.279 3.184
C -8.039 2.495 4.105
H -5.932 -1.815 -0.867
H -7.243 -2.536 -0.036
H -7.295 -2.297 -1.855
H -7.418 0.180 -1.400
H -8.751 -0.565 -0.517
H -3.908 0.727 1.945
H -4.354 1.442 0.344
H -3.537 2.986 2.894
H -2.331 2.710 1.636
H -3.884 3.641 1.291
H -9.277 0.833 3.402
H -7.546 0.502 3.269
H -7.136 3.036 3.822
H -8.828 3.227 4.282
H -7.705 2.069 5.051

=====

No. 6
34
Properties=species:S:1:pos:R:3 method="wB97M-V/def2-TZVPD" total_charge=0 e_lumo_ev=0.18 energy_ev=-20864.057 gap_ev=9.5 smiles="CCB(O)B[C@@H](F)CC.COC(=O)OC"
C 5.261 1.226 1.884
C 4.490 -0.072 1.624
B 3.165 0.063 0.777
O 2.994 1.155 -0.076
B 1.967 -1.108 0.848
C 0.756 -1.122 1.899
F 1.280 -1.665 3.092
C 0.157 0.230 2.166
C -0.472 0.793 0.895
H 5.062 1.964 1.111
H 6.334 1.055 1.897
H 4.979 1.657 2.839
H 4.265 -0.593 2.553
H 5.120 -0.768 1.058
H 3.652 1.154 -0.777
H 2.039 -2.034 0.089
H -0.042 -1.789 1.569
H 0.899 0.923 2.565
H -0.617 0.120 2.927
H -1.203 0.100 0.487
H -0.962 1.732 1.133
H 0.287 1.016 0.147
C -4.289 -2.428 -1.568
O -4.747 -1.514 -2.568
C -4.122 -0.338 -2.563
O -3.241 -0.011 -1.810
O -4.637 0.414 -3.533
C -4.053 1.716 -3.641
H -4.884 -3.327 -1.696
H -3.234 -2.655 -1.710
H -4.444 -2.017 -0.572
H -2.990 1.642 -3.859
H -4.200 2.279 -2.722
H -4.569 2.202 -4.463

=====

No. 7
20
Properties=species:S:1:pos:R:3 method="wB97M-V/def2-TZVPD" total_charge=+1 multiplicity=3 e_lumo_ev="-3.08 / -6.10" energy_ev=-11415.120 gap_ev="4.1 / 6.0" relative_energy_ev=2.685
C 1.505 -1.316 -0.593
C 2.759 0.378 0.238
C 0.568 -0.449 -0.182
C 1.486 0.869 0.208
C -1.603 -0.221 1.023
C -0.882 -0.517 -0.280
N 2.734 -0.950 -0.208
N -1.389 0.507 -1.243
O 0.896 2.005 0.503
H 1.320 -2.275 -0.873
H 3.678 0.870 0.469
H -1.017 0.605 1.646
H -2.596 0.160 0.883
H -1.599 -1.117 1.803
H -1.232 -1.475 -0.677
H 3.558 -1.391 -0.629
H -0.886 1.442 -1.023
H -2.348 0.680 -1.075
H -1.092 0.259 -2.205
H 1.223 2.301 1.363

=====

No. 8
26
Properties=species:S:1:pos:R:3 method="wB97M-V/def2-TZVPD" total_charge=-1 e_lumo_ev=3.09 energy_ev=-24582.421 gap_ev=7.3 relative_energy_ev=1.801
I -0.088 -1.568 -0.794
C 4.065 -0.426 -0.123
C 3.431 0.344 1.029
O 2.572 -0.527 1.679
H 3.374 -0.941 -0.790
H 4.655 -1.265 0.247
H 4.735 0.176 -0.737
H 2.842 1.226 0.775
H 4.243 0.695 1.665
H 1.878 -0.912 1.139
C -0.606 2.640 -2.882
O 0.582 2.934 -2.581
N -1.185 1.521 -2.633
N -1.359 3.451 -3.569
H -2.159 1.421 -2.881
H -0.671 0.712 -2.315
H -2.334 3.300 -3.784
H -0.966 4.313 -3.919
C -3.140 -2.267 2.149
O -3.741 -2.488 1.129
N -3.440 -2.696 3.331
N -2.169 -1.408 2.126
H -2.902 -2.430 4.143
H -4.160 -3.396 3.437
H -1.876 -1.078 1.218
H -1.580 -1.329 2.942

=====

No. 9
93
Properties=species:S:1:pos:R:3 method="wB97M-V/def2-TZVPD" total_charge=0 e_lumo_ev=0.05 energy_ev=-740316.811 gap_ev=8.1 relative_energy_ev=3.294
C -0.379 10.056 2.412
C -1.148 10.194 3.706
C -0.948 11.660 4.115
O 0.188 12.120 3.417
C 0.228 11.484 2.175
H -0.933 9.823 1.504
H 0.446 9.345 2.463
H -0.720 9.487 4.417
H -2.195 9.918 3.583
H -0.679 11.753 5.167
H -1.823 12.309 4.091
H 1.286 11.477 1.916
H -0.394 12.089 1.514
Br 4.963 15.993 0.345
C 4.109 16.787 -1.201
C 5.121 16.898 -2.333
Br 4.306 17.605 -4.022
H 3.659 17.759 -1.000
H 3.279 16.203 -1.599
H 5.816 16.075 -2.499
H 5.814 17.667 -1.991
Br -3.430 17.757 4.345
C -3.567 17.601 2.404
C -2.108 17.488 1.901
Br -2.213 17.434 -0.159
H -3.990 18.515 1.988
H -4.212 16.752 2.176
H -1.578 16.567 2.142
H -1.529 18.378 2.146
Br -4.758 5.512 -1.728
C -3.070 4.803 -2.594
C -2.699 3.351 -2.181
Br -0.850 2.983 -2.953
H -2.167 5.407 -2.503
H -3.221 4.856 -3.672
H -3.407 2.578 -2.482
H -2.490 3.292 -1.113
Br 2.266 15.733 11.188
C 0.248 15.867 11.049
C 0.083 17.279 10.463
Br 1.136 18.633 11.510
H -0.279 15.794 12.000
H -0.100 15.044 10.425
H -0.991 17.459 10.509
H 0.399 17.355 9.423
Br -4.174 4.234 5.766
C -4.955 4.931 7.424
C -3.841 4.647 8.393
Br -4.583 4.908 10.250
H -5.861 4.408 7.730
H -5.129 5.985 7.209
H -2.902 5.191 8.290
H -3.614 3.581 8.361
N -8.412 12.880 2.020
C -8.208 11.880 2.875
C -7.546 10.943 2.134
C -7.065 11.574 0.962
C -7.790 12.717 0.835
H -9.033 13.645 2.240
H -8.575 11.791 3.887
H -7.227 9.967 2.468
H -6.325 11.226 0.257
H -7.956 13.483 0.092
N 6.353 11.379 8.460
C 5.816 10.218 8.830
C 4.874 9.882 7.857
C 4.978 10.766 6.774
C 5.962 11.680 7.186
H 6.960 11.963 9.017
H 5.947 9.740 9.789
H 4.152 9.086 7.968
H 4.357 10.783 5.890
H 6.361 12.503 6.613
N 5.800 5.957 1.176
C 4.875 5.231 1.806
C 4.862 3.970 1.317
C 5.736 4.022 0.252
C 6.430 5.286 0.208
H 6.027 6.923 1.366
H 4.333 5.639 2.646
H 4.325 3.085 1.624
H 6.056 3.188 -0.355
H 7.161 5.686 -0.479
N -5.711 14.972 11.152
C -5.288 14.227 12.213
C -4.861 13.019 11.745
C -5.081 12.945 10.343
C -5.629 14.165 10.050
H -5.996 15.937 11.230
H -5.329 14.653 13.204
H -4.570 12.191 12.374
H -4.904 12.125 9.662
H -6.088 14.491 9.128

=====

No. 10
13
Properties=species:S:1:pos:R:3 method="wB97M-V/def2-TZVPD" total_charge=0 e_lumo_ev=0.55 energy_ev=-8345.062 gap_ev=11.0 smiles="CC=O.O.O" relative_energy_ev=0.940
O 1.210 0.748 0.173
C 2.023 0.253 0.977
C 3.132 -0.722 0.618
H 1.730 0.329 2.065
H 2.859 -1.773 0.850
H 3.008 -0.526 -0.455
H 4.119 -0.704 1.088
H -2.998 -0.430 -0.827
H -4.191 -0.997 -1.019
O -3.377 -1.290 -0.678
H -0.907 1.025 -0.597
H -2.094 1.753 -1.371
O -1.891 1.059 -0.659

=====

No. 11
27
Properties=species:S:1:pos:R:3 method="wB97M-V/def2-TZVPD" total_charge=0 e_lumo_ev=-1.67 energy_ev=-17702.238 gap_ev=8.0 relative_energy_ev=6.844
O -3.446 -30.109 -45.133
H -2.722 -29.799 -45.006
H -3.763 -30.093 -46.107
H -3.968 -29.462 -44.693
C -2.760 -28.897 -47.978
O -3.758 -29.915 -47.872
H -2.086 -29.266 -48.892
H -2.203 -28.961 -47.014
H -3.170 -27.824 -48.313
O -5.876 -31.763 -49.277
H -5.919 -31.169 -48.587
H -5.233 -31.380 -49.857
O -1.685 -31.895 -47.243
H -2.177 -31.142 -47.503
H -2.278 -32.757 -46.726
O 0.339 -27.091 -46.814
H 0.382 -26.600 -47.464
H -0.342 -27.817 -46.944
O -3.527 -30.646 -50.462
H -3.518 -30.128 -49.544
H -2.976 -31.422 -50.340
O -6.029 -28.679 -48.045
H -5.068 -29.059 -48.124
H -5.964 -27.768 -47.746
O -2.738 -26.552 -45.197
H -2.042 -27.153 -44.769
H -3.682 -26.928 -45.009

=====

No. 12
13
Properties=species:S:1:pos:R:3 method="wB97M-V/def2-TZVPD" total_charge=-1 e_lumo_ev=3.57 energy_ev=-8356.041 gap_ev=5.6 smiles="[O-]/C=C/CCO" relative_energy_ev=2.036
C -0.509 0.802 0.915
O -1.154 2.096 0.989
C -0.252 0.344 -0.504
C 0.221 -1.078 -0.532
C 1.492 -1.472 -0.891
O 1.971 -2.643 -0.991
H 0.408 0.836 1.494
H -1.138 0.051 1.417
H -1.216 0.516 -1.008
H 0.421 1.053 -0.988
H -2.065 1.978 1.292
H -0.401 -1.839 -0.080
H 2.222 -0.645 -1.114